1.
ORCA calculation (wB97M-V/def2-TZVPD) on the molecule C4H9N3.

Geometry as XYZ:
```
16
Properties=species:S:1:pos:R:3:forces:R:3
H -2.44851 -1.29069 -0.11681 -0.9 3.6 2.7
N -2.81317 -0.32128 0.57511 6.9 -0.5 2.3
C -1.60919 0.14590 1.37286 -7.9 1.5 -1.9
N -0.41482 -0.41327 1.34839 0.8 -1.5 -1.4
N 0.55635 0.29841 0.67399 5.2 1.5 0.4
C 0.71931 0.51364 -0.80099 -0.8 0.8 5.3
C 2.13278 0.51810 -1.35427 -3.9 5.3 -5.3
C 1.18187 -0.55296 -1.54384 0.2 -5.0 -3.5
H -1.58582 1.08357 2.11590 -1.0 -1.8 -2.1
H -0.60071 -1.20091 0.81636 0.0 -3.0 -1.0
H 1.42238 -0.28240 0.74199 -0.9 0.8 1.4
H 0.04706 1.23324 -1.11303 -1.3 1.0 -1.3
H 2.95527 0.51875 -0.78380 2.8 -0.4 1.9
H 2.08594 1.27448 -2.30739 0.9 -1.6 2.7
H 1.76606 -1.43285 -1.13571 -2.2 0.3 -0.2
H 0.51128 -0.59817 -2.44253 1.8 -0.9 0.1
```
Forces are in eV/Å.

The highest occupied orbital energy is -0.3273 Eh.

Atom charges from the natural (NBO) analysis, given in e for atoms 1 to 5:
1. H 0.2960
2. N -0.6857
3. C 0.2740
4. N -0.4570
5. N -0.4512

***

2.
ORCA calculation (wB97M-V/def2-TZVPD) on a 9-piece molecular cluster, C47H102F12N3O15P2S4 overall.

Geometry as XYZ:
```
185
Properties=species:S:1:pos:R:3:forces:R:3
C 5.55136 -1.28003 -2.48331 -0.2 0.1 0.5
C 5.90232 -1.63123 -3.88492 -0.6 -0.2 0.4
O 6.54920 -1.04153 -4.66874 0.5 0.2 -0.3
N 5.28429 -2.93722 -4.34938 -0.2 -0.6 0.0
H 4.47302 -3.25676 -3.78036 0.3 0.2 0.6
H 4.89599 -2.84080 -5.29115 0.3 0.4 0.0
C 6.32656 -4.02089 -4.40853 -0.7 -0.8 -0.5
H 6.29148 -0.62315 -2.03304 0.1 0.1 -0.3
H 5.35400 -2.12500 -1.82509 0.2 -0.3 -0.3
H 4.59823 -0.73915 -2.51761 0.3 0.0 0.0
H 5.78794 -4.96074 -4.52572 -0.1 0.1 -0.3
H 6.88380 -4.18564 -3.49036 0.1 0.8 0.1
H 6.92029 -3.81242 -5.29201 0.4 -0.1 0.3
C 1.44611 -2.07833 -0.26806 0.9 1.1 -0.7
C 0.18611 -2.26395 -1.06118 0.4 -1.4 0.6
O -0.87125 -2.49550 -0.56166 -0.4 0.5 -0.2
N 0.38166 -2.34690 -2.53327 -1.2 0.9 0.7
H 1.13203 -1.68052 -2.80705 0.0 0.0 -0.4
H 0.77517 -3.29684 -2.69030 0.3 -0.6 -0.4
C -0.89990 -2.21237 -3.31977 0.0 0.4 0.2
H 2.23756 -1.80758 -0.97114 0.2 0.1 0.2
H 1.84645 -2.91911 0.29526 -0.6 -0.4 -0.3
H 1.30905 -1.26053 0.44175 -0.1 0.1 -0.1
H -0.74566 -2.52201 -4.34859 0.1 -0.4 0.2
H -1.26484 -1.18719 -3.35965 0.4 0.1 0.3
H -1.65484 -2.78473 -2.79123 0.0 -0.3 -0.4
C -5.05549 0.92268 -0.10593 0.6 -0.1 0.1
N -4.71768 -0.51662 0.22147 -0.4 0.4 -0.2
C -6.00168 -1.26972 0.03167 0.2 -1.1 -0.6
C -3.71267 -0.96801 -0.78934 0.1 -0.5 -0.3
C -4.10688 -0.55974 1.59286 0.3 1.1 -0.2
C -3.68551 -1.86984 2.21073 -0.2 -0.8 1.4
O -4.63525 -2.91995 2.19218 0.1 0.0 -0.7
H -4.12976 1.49150 -0.02751 0.0 0.0 -0.3
H -5.75214 1.35525 0.60947 -0.2 -0.4 0.0
H -5.45253 0.92399 -1.11890 0.1 0.2 0.0
H -6.23991 -1.22606 -1.03171 -0.1 0.5 0.0
H -6.81187 -0.86736 0.63100 0.2 0.1 0.1
H -5.85374 -2.33523 0.19844 0.1 0.2 0.5
H -2.79803 -0.39498 -0.66121 0.0 0.0 0.0
H -4.09731 -0.82721 -1.79341 -0.1 0.2 0.0
H -3.50430 -2.03324 -0.70205 0.0 0.0 0.4
H -4.71213 0.08731 2.22962 -0.5 -0.5 0.1
H -3.19042 0.02800 1.48223 0.1 -0.1 0.0
H -3.49134 -1.68803 3.27572 0.2 0.6 -0.1
H -2.71213 -2.22457 1.86809 -0.3 -0.2 -0.7
H -5.18011 -2.89075 2.98232 0.0 0.0 0.0
C -1.61485 -0.60426 9.74359 -1.0 -0.5 -1.3
C -0.97934 -0.15628 8.43195 1.8 -0.6 -0.1
C 0.36232 -0.91884 8.17041 -0.7 0.8 1.4
C 1.05863 -0.46369 6.91680 0.1 -0.3 -1.1
P 2.43651 -1.54635 6.39425 -0.3 -0.2 1.0
C 1.90347 -3.15546 5.68678 -0.1 0.1 -0.1
C 1.04548 -3.08134 4.39344 -0.1 0.1 0.7
C 1.09196 -4.38354 3.58817 0.6 0.6 0.4
C 0.11863 -4.36051 2.44458 -0.6 0.1 -0.7
C 3.40128 -0.67486 5.18523 0.5 0.4 -1.3
C 4.52436 -1.45688 4.42509 -0.8 0.7 -0.1
C 5.03468 -0.69176 3.16086 -0.2 0.2 0.6
C 3.97328 -0.46173 2.09021 0.0 -0.3 0.0
C 3.53978 -1.79053 7.82509 0.8 -1.8 -0.8
C 3.10250 -2.85419 8.84932 -0.6 0.7 1.1
C 3.98699 -2.99129 10.10115 0.9 -0.3 0.3
C 3.85844 -4.35849 10.78209 -1.0 0.6 0.2
H -0.98752 -0.54867 10.62784 0.1 0.3 -0.1
H -1.92987 -1.64153 9.59741 0.1 -0.1 0.3
H -2.54661 -0.04696 9.84088 0.1 0.1 0.5
H -0.70500 0.89804 8.50982 -0.3 0.1 -0.3
H -1.55460 -0.36209 7.52793 -0.7 0.4 0.3
H 0.17864 -1.99498 8.18831 0.0 0.0 -0.1
H 0.94861 -0.65025 9.05358 0.4 -0.4 -0.1
H 1.48181 0.54242 6.97718 0.0 0.0 0.3
H 0.32860 -0.40743 6.10024 0.1 -0.1 -0.1
H 1.26154 -3.73158 6.35486 0.4 0.2 0.6
H 2.81981 -3.74186 5.57543 0.1 0.1 -0.2
H 1.29852 -2.25545 3.72309 0.1 0.1 0.1
H 0.04685 -2.88749 4.79610 -0.2 0.0 -0.5
H 0.89185 -5.26049 4.20810 0.0 0.1 0.2
H 2.14187 -4.46386 3.28670 -0.1 -0.3 -0.4
H 0.24096 -3.58898 1.68366 0.6 0.2 0.2
H -0.88713 -4.14699 2.81788 -0.1 -0.5 0.1
H 0.14294 -5.29525 1.88528 -0.3 -0.1 0.2
H 3.80515 0.21745 5.67025 0.0 0.0 0.0
H 2.69135 -0.32925 4.42529 -0.1 0.1 0.1
H 4.03923 -2.38313 4.11352 0.4 -0.3 -0.1
H 5.32514 -1.65001 5.13554 0.2 -0.2 -0.2
H 5.88530 -1.20777 2.71881 0.0 -0.3 0.2
H 5.40750 0.29250 3.45270 0.2 -0.1 0.2
H 3.38429 0.43851 2.26771 -0.2 -0.1 0.1
H 3.32180 -1.33818 2.02535 -0.2 0.1 -0.1
H 4.42752 -0.33385 1.10735 0.1 0.0 0.0
H 3.98450 -0.88051 8.22669 -0.6 0.3 0.1
H 4.39739 -2.26003 7.31873 0.2 0.2 -0.1
H 2.92762 -3.84460 8.42757 0.3 0.1 -0.4
H 2.13351 -2.53855 9.23856 -0.1 -0.2 0.0
H 3.71934 -2.23502 10.84282 -0.2 0.1 -0.1
H 5.06304 -2.82122 9.98790 -0.1 0.1 -0.8
H 4.44592 -4.34761 11.69785 0.1 -0.2 0.0
H 4.09780 -5.22537 10.16940 0.2 0.2 -0.1
H 2.80700 -4.44603 11.07434 0.1 -0.4 0.1
C 2.54389 2.22663 -0.51682 -0.3 0.3 0.2
C 1.07150 1.96549 -0.85323 0.0 -0.1 0.0
C 0.44951 3.19293 -1.52978 0.0 0.7 0.8
C -1.08348 3.13977 -1.70819 0.8 -0.9 -0.8
P -1.85175 4.63292 -2.36703 0.3 0.3 -0.6
C -1.07255 4.97166 -4.01169 -0.1 -0.6 0.9
C -1.39006 3.96049 -5.12744 -0.9 0.7 -0.4
C -0.81195 4.44979 -6.46622 1.8 -0.8 0.3
C -0.85613 3.38007 -7.58587 -1.0 0.8 0.5
C -3.68225 4.41909 -2.54299 1.2 0.2 -0.4
C -4.58898 5.60624 -2.89347 -0.7 -0.7 0.0
C -4.36955 6.22410 -4.27269 2.0 0.8 1.1
C -5.33421 7.33887 -4.63305 -0.3 -0.3 -1.2
C -1.41683 5.96947 -1.22640 -1.2 0.1 1.3
C -1.71979 7.38355 -1.70367 1.1 0.5 -1.6
C -1.64570 8.50926 -0.69212 0.0 0.3 1.3
C -1.81563 9.90655 -1.29377 0.2 -0.6 -0.8
H 3.16050 2.24694 -1.41510 -0.4 0.2 0.4
H 2.92690 1.41475 0.10072 0.1 0.1 0.2
H 2.64325 3.18602 -0.00596 0.1 -0.1 0.3
H 0.47341 1.79218 0.04966 0.2 -0.1 0.2
H 1.02721 1.03293 -1.42102 -0.2 0.2 -0.2
H 0.97818 3.45369 -2.44723 -0.1 -0.1 -0.1
H 0.66702 3.98836 -0.80781 0.1 0.2 -0.2
H -1.53231 2.79508 -0.77523 -0.3 0.2 -0.1
H -1.23236 2.37372 -2.47830 -0.6 0.0 0.2
H -0.00332 4.96898 -3.78197 0.1 0.2 -0.1
H -1.37368 5.98557 -4.27679 0.1 0.0 -0.1
H -2.47317 3.81924 -5.14087 0.1 -0.2 -0.3
H -0.92052 2.98847 -4.97948 -0.2 0.0 0.5
H 0.24166 4.46161 -6.14868 0.2 0.4 -0.5
H -0.99067 5.48003 -6.77232 -0.7 -0.1 0.0
H -0.37527 3.68632 -8.51245 0.5 0.0 0.3
H -1.88469 3.18864 -7.90028 -0.1 -0.2 0.3
H -0.42911 2.48002 -7.15141 0.1 -0.2 -0.5
H -3.99950 3.90870 -1.63378 -0.1 -0.1 0.0
H -3.69180 3.70956 -3.37664 -0.3 -0.4 0.3
H -4.58075 6.35690 -2.10065 0.1 0.2 -0.1
H -5.58933 5.16255 -2.85300 -0.1 0.1 0.0
H -4.08516 5.50121 -5.03987 -1.1 -0.3 -0.1
H -3.37531 6.68792 -4.15551 -0.1 0.4 -0.2
H -5.22510 8.25256 -4.05088 -0.1 -0.3 0.5
H -6.36837 6.99266 -4.66184 -0.1 0.1 0.4
H -5.15707 7.67503 -5.65851 0.2 -0.1 0.0
H -0.42399 5.87262 -0.78467 0.3 0.0 -0.7
H -2.02333 5.75470 -0.33140 -0.3 -0.1 -0.1
H -2.61892 7.49822 -2.31666 -0.4 -0.4 0.5
H -0.96886 7.55577 -2.48905 0.2 0.3 0.2
H -0.70641 8.54612 -0.13005 0.3 -0.5 -0.3
H -2.36427 8.30801 0.11109 -0.3 0.2 -0.2
H -1.63439 10.74200 -0.62278 -0.2 -0.2 0.3
H -2.78513 10.02320 -1.78007 0.0 0.1 0.1
H -1.05664 9.98412 -2.07792 -0.1 0.2 -0.1
C -2.08746 -6.33320 -3.42533 -1.9 -2.3 -1.3
F -2.78368 -5.45401 -2.66164 0.8 0.0 0.1
F -1.44315 -5.69199 -4.38744 0.6 1.0 0.1
F -1.20752 -7.00968 -2.68998 0.4 0.6 0.7
S -3.24950 -7.59519 -4.28348 0.4 -0.4 -0.7
O -3.76496 -8.41905 -3.20978 0.0 0.4 0.3
O -4.20476 -6.69620 -4.91370 0.4 -0.2 0.2
O -2.35477 -8.33136 -5.18640 -0.6 1.1 0.7
C 1.35825 1.25773 -4.54965 1.2 -0.5 0.6
F 0.89995 0.66812 -5.63280 -0.4 -0.3 -0.1
F 1.56704 2.53813 -4.83784 0.2 0.4 0.1
F 0.43175 1.20453 -3.56491 -0.1 -0.2 -0.6
S 2.92519 0.36023 -3.95580 0.5 1.4 -1.2
O 3.44630 1.12938 -2.82514 -0.6 -1.0 -1.4
O 2.37136 -0.93831 -3.61193 -0.2 -0.5 0.5
O 3.77960 0.31104 -5.12433 -0.5 0.1 0.6
C -3.61111 0.94900 -5.91435 -1.1 -0.6 1.4
F -4.01704 2.20840 -6.08383 0.3 0.6 0.1
F -4.35128 0.21976 -6.72843 0.3 -0.5 -0.3
F -2.32355 0.84599 -6.18633 0.3 0.0 -0.4
S -3.90399 0.41950 -4.11950 -0.1 0.3 1.0
O -5.29638 0.72159 -3.84710 0.0 0.1 -0.3
O -3.55694 -0.98019 -3.96338 0.1 0.3 -0.7
O -2.99518 1.29562 -3.36003 0.1 0.1 -0.4
C 2.83984 -5.93575 -1.15908 0.8 0.1 -1.6
F 4.11208 -6.19106 -0.84330 0.2 0.4 0.3
F 2.28788 -7.10796 -1.39762 -0.7 0.2 0.3
F 2.26939 -5.28460 -0.14437 -0.4 -0.2 0.3
S 2.82378 -4.86617 -2.72653 1.4 -0.5 0.0
O 1.42467 -4.74294 -3.12639 0.7 0.1 0.5
O 3.48033 -3.60838 -2.29657 -1.0 -0.2 0.2
O 3.72505 -5.57544 -3.61620 -0.9 0.0 0.1
```
Forces are in eV/Å.

The highest occupied orbital energy is -0.2870 Eh. Its charge is +1.

Atom charges from the Löwdin analysis, given in e for atoms 1 to 5:
1. C 0.0235
2. C -0.4231
3. O 0.1886
4. N 0.0920
5. H 0.0942

***

The evaluated gap between HOMO and LUMO for the records listed, in turn: 9.7; 4.8 eV.
The evaluated total energy for the records listed, in turn: -321.81429; -6618.46433 hartree.
The evaluated energy above the lowest of the compared OMol25 structures with the same formula, charge and spin for the records listed, in turn: 724.8; 0.0 kJ/mol.